{"formula": "C52H68F4N2O6P2", "method": "wB97M-V/def2-TZVPD", "symbols": ["C", "C", "C", "C", "O", "C", "C", "C", "C", "C", "C", "C", "C", "C", "N", "C", "C", "C", "O", "C", "C", "O", "N", "O", "O", "C", "C", "C", "C", "C", "C", "P", "O", "P", "C", "C", "C", "C", "H", "H", "H", "H", "H", "H", "H", "H", "H", "H", "H", "H", "H", "H", "H", "H", "H", "H", "H", "H", "H", "H", "H", "H", "H", "H", "H", "H", "H", "H", "H", "H", "H", "H", "H", "H", "H", "H", "H", "H", "H", "H", "H", "H", "H", "H", "H", "H", "F", "C", "C", "C", "C", "C", "C", "H", "H", "H", "H", "H", "F", "C", "C", "C", "C", "C", "C", "H", "H", "H", "H", "H", "F", "C", "C", "C", "C", "C", "C", "H", "H", "H", "H", "H", "F", "C", "C", "C", "C", "C", "C", "H", "H", "H", "H", "H"], "xyz": [[-1.269621, 1.266557, 6.880027], [-1.413600, 1.448363, 5.601138], [-1.448698, 1.707842, 4.024107], [-1.749954, 0.337513, 3.150559], [-2.292008, 0.809969, 1.921266], [-2.208310, -0.043305, 0.775100], [-3.456180, 0.430885, -0.190767], [-4.896556, -0.051975, 0.405559], [-5.495174, 0.448624, 1.768297], [-6.865529, 0.006375, 2.386187], [-7.771039, -1.010535, 1.568287], [-7.209991, -1.495753, 0.162666], [-5.815454, -1.063636, -0.419812], [-0.860873, 0.392631, -0.050569], [-1.088864, 1.467353, -1.064867], [-0.032714, 1.388828, -2.157049], [-0.332230, 0.251025, -3.252971], [0.796367, 0.279929, -4.441685], [0.086874, 0.273241, -5.711425], [-0.379166, -1.058447, -6.054757], [-1.075925, 2.835407, -0.477483], [-2.181195, 3.683077, -0.928357], [-2.431139, 3.520106, -2.252048], [-3.561235, 3.172924, -2.444895], [-2.365608, -1.449604, 0.971943], [-2.449868, -2.239116, -0.226766], [-1.511242, -3.548643, -0.006037], [-0.916723, -3.945202, -1.482449], [-2.302383, -4.845847, 0.533019], [-3.523984, -4.534273, 1.538840], [-1.225532, -5.739759, 1.398175], [-2.966744, -0.632837, 4.282343], [-3.868818, -1.641254, 3.545628], [-0.126318, -0.621836, 3.139185], [-0.278321, -2.389677, 3.807147], [1.041546, -3.198834, 3.278129], [1.345747, 0.321960, 3.846431], [2.002560, 1.403521, 2.802759], [-1.183061, 1.366752, 8.025973], [-0.564894, 2.308547, 3.611287], [-2.392439, 2.368199, 3.833629], [-3.307478, 0.144202, -1.287825], [-3.522364, 1.594511, -0.171293], [-4.846770, 1.198656, 2.373017], [-7.245356, 0.386469, 3.414107], [-8.787730, -1.365328, 1.997872], [-7.905089, -2.209200, -0.434066], [-5.521398, -1.487265, -1.441591], [-0.364659, -0.494494, -0.599364], [-0.039185, 0.799069, 0.672396], [1.004613, 1.303730, -1.665427], [-0.050917, 2.404837, -2.722932], [-1.411140, 0.277449, -3.661698], [-0.211585, -0.799257, -2.758776], [1.469707, 1.217069, -4.315938], [1.470537, -0.654332, -4.314582], [-1.218683, -0.919521, -6.838886], [0.463722, -1.693979, -6.511989], [-0.835113, -1.648154, -5.179793], [-0.095497, 3.376393, -0.796171], [-1.135981, 2.785838, 0.666274], [-3.538271, -2.596152, -0.392647], [-2.112669, -1.745391, -1.202007], [-0.589742, -3.324389, 0.659024], [-0.414277, -3.049015, -1.996458], [-1.819665, -4.331062, -2.091725], [-0.183468, -4.848649, -1.417074], [-2.616296, -5.517038, -0.355790], [-4.397738, -4.003526, 0.980813], [-3.944994, -5.553157, 1.880212], [-3.146610, -3.948357, 2.448769], [-0.134426, -5.477676, 1.159299], [-1.442478, -6.858608, 1.273033], [-1.418077, -5.483655, 2.505888], [-3.849951, 0.342673, 4.909701], [-2.232280, -1.220825, 5.392255], [-0.262326, -2.398089, 4.959074], [-1.223978, -2.853618, 3.344613], [2.019266, -2.775827, 3.710183], [1.131214, -3.169389, 2.132717], [0.979953, -4.299634, 3.640449], [1.181027, 0.831854, 4.861489], [2.190105, -0.462605, 4.022183], [2.703682, 2.133171, 3.375818], [2.720310, 0.769430, 2.139608], [1.220033, 1.958119, 2.174947], [-9.793960, 0.571822, 0.651245], [-9.864429, 1.202116, -0.530235], [-11.102186, 1.406234, -1.121892], [-11.174657, 2.065040, -2.345816], [-10.007374, 2.502496, -2.969010], [-8.769370, 2.287506, -2.367850], [-8.697265, 1.638702, -1.138926], [-11.998604, 1.051464, -0.625987], [-12.138603, 2.236890, -2.813925], [-10.064357, 3.012528, -3.926060], [-7.860966, 2.625219, -2.856561], [-7.742892, 1.470519, -0.652160], [4.422457, 3.167450, 2.238830], [5.123327, 3.005553, 1.105320], [4.449169, 2.778610, -0.085314], [5.174792, 2.615582, -1.261777], [6.566986, 2.670677, -1.232091], [7.233822, 2.894146, -0.029896], [6.508005, 3.068196, 1.144854], [3.365944, 2.730735, -0.087393], [4.656868, 2.445167, -2.200218], [7.132619, 2.539008, -2.149626], [8.317790, 2.932647, -0.008070], [7.010116, 3.251850, 2.088008], [10.594627, 2.938366, 0.350664], [10.854608, 3.056626, 1.662478], [11.552447, 4.163493, 2.121731], [11.817354, 4.288519, 3.482231], [11.390571, 3.299552, 4.366562], [10.694916, 2.189862, 3.893565], [10.420181, 2.069906, 2.534574], [11.883618, 4.918461, 1.417807], [12.355957, 5.154448, 3.853247], [11.601516, 3.395686, 5.427359], [10.366858, 1.418632, 4.583116], [9.872152, 1.217267, 2.149956], [3.695674, -1.527136, -3.653664], [4.401881, -1.698873, -4.781685], [3.734105, -1.929183, -5.976699], [4.466462, -2.102216, -7.147296], [5.858442, -2.053820, -7.109046], [6.518545, -1.827046, -5.904156], [5.786731, -1.642951, -4.734862], [2.651141, -1.971725, -5.986373], [3.953801, -2.275175, -8.087995], [6.429182, -2.193308, -8.022188], [7.602973, -1.793755, -5.875733], [6.284195, -1.456662, -3.789924]], "forces_ev_per_angstrom": [[-0.657, 1.710, -5.387], [1.432, -0.439, 4.728], [-1.859, 0.087, 0.520], [0.880, 1.305, 3.398], [0.236, -2.032, 0.689], [-0.964, 0.954, -4.003], [-1.475, 1.182, 1.472], [-3.486, -1.703, 0.564], [-1.109, -1.456, -1.157], [0.654, -1.882, -3.781], [4.261, 1.519, -1.225], [1.203, 1.706, 2.018], [-1.561, 1.444, 3.734], [1.340, -0.133, 0.581], [0.994, 0.639, -0.230], [-0.614, 0.573, -0.823], [1.101, -0.973, 0.839], [-0.753, -0.288, 1.111], [0.729, -1.141, 0.751], [-0.579, -0.250, -0.611], [1.810, -0.049, -0.023], [-0.130, -0.846, 1.978], [-1.640, -1.192, -1.696], [1.816, 1.057, 0.404], [0.709, 1.441, 0.139], [0.320, -1.972, -0.351], [0.082, -0.286, -1.558], [-0.499, -0.647, 0.604], [1.094, -0.442, 1.138], [-0.173, -0.617, -1.035], [-0.814, 0.386, 0.256], [-2.996, -1.801, -1.636], [2.188, 1.651, 1.490], [0.938, -0.702, -2.154], [1.101, -0.242, 0.423], [-0.199, -0.281, 0.332], [1.189, 0.683, 1.012], [0.722, -1.104, 0.465], [-0.266, -0.474, -2.680], [-1.028, -1.118, 0.953], [1.612, -1.034, 0.432], [-0.293, 0.177, 1.766], [0.324, -2.048, -0.089], [-1.293, -1.450, -1.178], [0.961, -0.633, -2.060], [2.067, 0.672, -1.023], [1.527, 1.373, 1.020], [-0.338, 0.817, 1.701], [-1.046, 1.264, 0.996], [-1.469, -1.043, -0.883], [-1.211, -0.173, -0.841], [-0.005, -1.731, 0.956], [1.832, 0.401, 0.550], [-0.376, 1.798, -0.627], [-1.308, -1.453, -0.660], [-1.038, 1.542, -0.396], [1.502, -0.225, 1.239], [-1.144, 0.930, 0.645], [0.716, 1.023, -1.023], [-1.494, -0.824, 0.688], [-0.235, 0.238, -1.778], [1.677, 0.738, 0.354], [-0.344, -0.198, 1.594], [-1.798, -0.027, -0.834], [-0.694, -1.405, 0.718], [1.470, 0.826, 0.648], [-1.160, 1.705, -0.041], [0.204, 1.337, 1.329], [1.580, -0.653, 1.251], [0.674, 1.567, -0.363], [-0.814, -0.637, -1.436], [-1.596, -0.577, 0.179], [0.517, 1.598, 0.133], [0.496, -0.421, -1.591], [0.976, -0.253, -0.269], [-0.209, 0.726, -0.888], [-0.335, -0.302, -1.741], [1.315, 0.797, 0.869], [-1.552, -0.471, -0.582], [-0.271, -0.043, 1.758], [0.024, 1.823, -0.708], [0.074, -0.757, -1.391], [-1.691, 1.153, -0.253], [-1.578, -1.191, -0.963], [-1.474, 1.338, 0.718], [1.261, -0.755, 0.907], [-0.265, 0.096, 0.066], [-0.015, 0.407, -0.755], [-0.113, -0.068, 0.094], [0.363, -0.006, 0.046], [-0.052, 0.007, -0.032], [-0.345, -0.068, 0.086], [0.203, -0.034, 0.125], [0.077, 0.019, 0.006], [0.097, -0.046, 0.079], [0.008, -0.062, 0.119], [-0.082, -0.045, 0.105], [-0.057, -0.064, 0.021], [0.001, 0.116, 0.127], [0.483, -0.106, -0.779], [-0.169, -0.001, 0.049], [0.267, 0.033, 0.238], [-0.045, -0.016, -0.036], [-0.276, -0.025, -0.092], [0.007, 0.006, 0.160], [0.055, 0.021, 0.045], [0.025, 0.007, 0.128], [-0.065, 0.023, 0.121], [-0.168, 0.020, 0.017], [-0.051, -0.016, -0.032], [0.009, -0.020, -0.222], [0.195, 0.089, 0.940], [0.024, 0.109, -0.146], [-0.180, -0.331, -0.019], [0.021, 0.034, 0.024], [0.124, 0.283, -0.114], [-0.096, -0.114, -0.127], [-0.049, -0.067, 0.016], [-0.055, -0.099, -0.085], [-0.030, -0.018, -0.139], [0.016, 0.084, -0.114], [0.049, 0.053, -0.020], [-0.108, 0.018, 0.213], [0.494, -0.129, -0.856], [-0.120, 0.012, 0.085], [0.257, 0.042, 0.255], [-0.008, -0.007, -0.048], [-0.317, -0.018, -0.103], [0.018, 0.035, 0.182], [0.087, 0.019, 0.032], [0.026, 0.016, 0.136], [-0.071, 0.019, 0.122], [-0.138, 0.014, 0.031], [-0.069, -0.025, -0.032]], "lumo_ev": 0.16, "smiles": "C#CC[C@](O[C@@](Cc1ccccc1)(CN(CCCOC)CON=O)OC[C@H](C)C(C)C)([PH2]=O)P(CC)CC.Fc1ccccc1.Fc1ccccc1.Fc1ccccc1.Fc1ccccc1", "homo_energy_ha": -0.28292, "total_charge": 0, "energy_ha": -3664.70240}